No. 1
28
Properties=species:S:1:pos:R:3 method="wB97M-V/def2-TZVPD" gap_ev=9.58 total_energy_ha=-2380.27537 e_above_lowest_kj_mol=0.0 smiles=Clc1ccc([C@@H](c2ccccc2Cl)C(Cl)Cl)cc1
Cl 3.619 3.962 -1.079
C 2.613 2.560 -0.994
C 1.813 2.221 -2.071
C 1.004 1.099 -2.000
C 0.984 0.313 -0.857
C 0.145 -0.937 -0.689
C -0.736 -0.890 0.546
C -0.879 -2.058 1.292
C -1.695 -2.116 2.405
C -2.389 -0.989 2.806
C -2.253 0.186 2.092
C -1.434 0.237 0.972
Cl -1.314 1.765 0.165
C -0.666 -1.333 -1.926
Cl -1.274 -3.000 -1.746
Cl -2.055 -0.267 -2.223
C 1.805 0.666 0.211
C 2.614 1.783 0.154
H 1.816 2.833 -2.959
H 0.373 0.871 -2.843
H 0.853 -1.765 -0.541
H -0.338 -2.941 0.986
H -1.785 -3.039 2.957
H -3.031 -1.019 3.673
H -2.781 1.076 2.394
H -0.045 -1.331 -2.824
H 1.797 0.061 1.107
H 3.238 2.052 0.991



No. 2
31
Properties=species:S:1:pos:R:3 method="wB97M-V/def2-TZVPD" gap_ev="2.65 / 6.84" multiplicity=8 total_energy_ha=-3605.19218 e_above_lowest_kj_mol=56.7 total_charge=-2
C 1.306 2.767 -0.532
C 2.437 2.206 0.142
C 2.043 1.881 1.478
C 0.670 2.239 1.633
C 0.207 2.775 0.384
Eu 0.560 0.137 -0.320
C 2.931 -1.134 -0.809
C 2.618 -0.478 -1.926
C 2.473 0.020 -3.147
N -0.392 0.616 -2.101
H 2.690 1.459 2.252
H 3.427 2.056 -0.291
H 0.088 2.159 2.552
H -0.804 3.125 0.173
H 1.290 3.111 -1.568
H 3.594 -0.691 -0.045
H -1.137 0.362 -2.771
H 2.520 -2.136 -0.576
H 3.187 -0.175 -3.962
H 1.612 0.659 -3.413
Cl -2.430 1.165 2.223
C -2.503 -0.467 1.666
C -1.519 -0.957 0.832
C -1.641 -2.192 0.239
Cl -0.416 -2.706 -0.903
C -2.759 -3.025 0.518
Cl -2.929 -4.535 -0.261
C -3.728 -2.586 1.453
Cl -5.032 -3.603 1.883
C -3.603 -1.296 2.031
Cl -4.761 -0.755 3.164



No. 3
36
Properties=species:S:1:pos:R:3 method="wB97M-V/def2-TZVPD" gap_ev="7.20 / 6.87" multiplicity=3 total_energy_ha=-2040.76116
C 0.527 2.774 0.254
C 0.548 3.431 -1.026
C 1.401 2.672 -1.892
H 0.112 4.404 -1.261
C 1.949 1.573 -1.136
C 1.376 1.618 0.183
H 1.613 0.948 0.997
H 0.053 3.131 1.157
H 1.657 2.940 -2.917
H 2.714 0.873 -1.452
W -0.256 1.397 -1.284
Cl -2.319 2.328 -1.052
C -1.122 -1.139 -1.806
C 0.259 -1.146 -2.132
C 0.500 -0.102 -3.084
H 0.981 -1.880 -1.799
C -0.770 0.531 -3.386
C -1.778 -0.150 -2.599
H -2.855 -0.009 -2.691
H -1.605 -1.817 -1.110
H 1.440 0.109 -3.589
H -0.946 1.280 -4.160
F 2.190 -2.138 2.196
C 1.215 -1.582 2.951
F 1.064 -2.355 4.069
F 1.664 -0.359 3.341
C -0.185 -1.406 2.081
O -0.014 -0.765 0.985
C -0.746 -2.930 1.782
F -1.045 -3.636 2.905
F -1.877 -2.867 1.026
F 0.165 -3.638 1.071
C -1.241 -0.685 3.112
F -1.264 -1.315 4.326
F -0.902 0.610 3.324
F -2.500 -0.701 2.616



No. 4
42
Properties=species:S:1:pos:R:3 method="wB97M-V/def2-TZVPD" gap_ev="7.01 / 7.12" total_energy_ha=-2640.55250 total_charge=+1
Rh 0.396 -0.209 0.300
O -0.813 -1.852 -3.156
C -0.183 -1.381 -2.238
N -0.695 -0.999 -1.041
C -2.048 -1.343 -0.652
C -1.961 -1.809 0.777
C -2.947 -2.504 1.456
C -2.736 -2.845 2.779
C -1.550 -2.477 3.408
C -0.610 -1.778 2.690
N -0.823 -1.458 1.403
C 1.306 -1.221 -2.218
C 2.135 -1.457 -3.290
C 3.500 -1.308 -3.099
C 3.983 -0.937 -1.850
C 3.095 -0.706 -0.821
N 1.779 -0.856 -1.016
H -2.402 -2.135 -1.316
H -2.742 -0.501 -0.745
H -3.859 -2.775 0.942
H -3.490 -3.397 3.323
H -1.358 -2.722 4.442
H 0.317 -1.437 3.129
H 1.694 -1.747 -4.233
H 4.186 -1.477 -3.918
H 5.040 -0.811 -1.670
H 3.418 -0.392 0.162
F 1.907 4.718 -0.258
C 0.951 4.258 -1.041
F 1.214 4.552 -2.298
F -0.217 4.770 -0.691
S 0.883 2.378 -0.906
O 2.026 1.927 -0.133
O 0.690 1.895 -2.232
N -0.442 1.984 -0.036
S -0.333 2.280 1.559
O 0.243 3.517 1.943
O 0.183 1.023 2.156
C -2.125 2.307 2.010
F -2.708 1.173 1.628
F -2.703 3.332 1.424
F -2.198 2.419 3.325